[1]
The following is a quantum chemistry calculation of 2 unconnected molecules or ions with the total composition C6H12O, from the OMol25 dataset.

* E_HOMO: -8.659 eV
* LUMO energy: 1.0 eV
* total energy: -8462.82794 eV
* structure (SMILES): C=C(C)O.C=CC
* energy relative to the best compared isomer or geometry (same formula, charge and spin): 147.24 kJ/mol

```
! RIJCOSX wB97M-V def2-TZVPD def2/J DEFGRID3
* xyz 0 1
C 1.563 -1.006 -0.850
C 0.811 -1.465 0.367
O 0.797 -0.589 1.418
C 0.122 2.331 -0.130
C -0.955 1.821 0.467
C -2.000 0.982 -0.207
C 0.224 -2.654 0.487
H 1.145 -0.067 -1.235
H 1.519 -1.751 -1.647
H 2.615 -0.817 -0.602
H 0.890 0.312 1.075
H 0.838 2.948 0.407
H 0.314 2.165 -1.189
H -1.115 2.021 1.527
H -2.956 1.519 -0.241
H -1.714 0.730 -1.233
H -2.167 0.050 0.344
H 0.278 -3.380 -0.317
H -0.298 -2.924 1.399
*
```

Löwdin atomic charge list, values in e, 4 entries:
1. C -0.037
2. C -0.480
3. O 0.008
4. C -0.037

[2]
The following is a quantum chemistry calculation of a molecular structure, C5H8N2 at a distorted geometry, from the OMol25 dataset.

* E_HOMO: -8.517 eV
* LUMO energy: -0.8 eV
* total energy: -8290.05848 eV
* energy relative to the best compared isomer or geometry (same formula, charge and spin): 476.43 kJ/mol

```
! RIJCOSX wB97M-V def2-TZVPD def2/J DEFGRID3
* xyz 0 1
C -0.369 -1.742 0.090
C 0.068 -0.458 0.748
C 1.144 0.387 0.041
N 0.638 1.701 0.397
C -0.804 1.540 0.249
C -1.237 1.173 -1.091
N -1.727 1.053 -2.142
H -0.745 -1.557 -0.924
H 0.493 -2.417 0.012
H -1.146 -2.247 0.671
H 0.301 -0.563 1.815
H 1.133 0.176 -1.043
H 2.152 0.203 0.432
H 0.981 2.486 -0.150
H -0.881 0.266 0.895
*
```

Löwdin atomic charge list, values in e, 4 entries:
1. C -0.074
2. C -0.223
3. C -0.231
4. N -0.101

[3]
The following is a quantum chemistry calculation of 10 unconnected molecules or ions with the total composition C44H115N11O17 at a distorted geometry, from the OMol25 dataset.

* E_HOMO: -8.527 eV
* LUMO energy: 0.1 eV
* total energy: -98677.71910 eV
* structure (SMILES): COCCNCCOC.COCCNCCOC.COCCNCCOC.COCCNCCOC.COCCNCCOC.COCCNCCOC.COCCNCCOC.NC(N)=O.NC(N)=O.O
* energy relative to the best compared isomer or geometry (same formula, charge and spin): 689.07 kJ/mol

```
! RIJCOSX wB97M-V def2-TZVPD def2/J DEFGRID3
* xyz 0 1
C -11.797 22.285 9.321
O -13.021 22.197 9.288
N -11.031 22.340 10.390
N -10.973 22.360 8.276
H -10.038 22.485 10.271
H -11.482 22.344 11.294
H -11.321 22.310 7.329
H -10.012 22.549 8.525
C -11.534 14.038 -1.751
O -11.406 13.036 -2.430
N -11.251 15.270 -2.236
N -12.110 14.095 -0.609
H -10.641 15.369 -3.035
H -11.498 16.101 -1.716
H -12.411 13.260 -0.127
H -12.348 15.039 -0.343
C -0.229 10.456 -4.561
O -1.509 10.141 -4.962
C -1.537 9.618 -6.263
C -2.996 9.802 -6.853
N -3.997 8.738 -6.331
C -4.191 8.965 -4.893
C -5.243 8.009 -4.272
O -4.959 6.625 -4.370
C -6.109 5.773 -4.377
H 0.307 9.514 -4.447
H -0.335 11.066 -3.664
H 0.331 11.053 -5.280
H -1.199 8.583 -6.325
H -0.834 10.214 -6.845
H -2.879 9.566 -7.911
H -3.338 10.832 -6.757
H -3.603 7.815 -6.442
H -4.514 9.995 -4.744
H -3.222 8.781 -4.427
H -6.159 8.216 -4.825
H -5.429 8.304 -3.240
H -6.822 6.123 -5.123
H -6.591 5.592 -3.416
H -5.677 4.794 -4.581
C -9.089 4.469 11.834
O -10.342 4.967 12.305
C -11.140 4.148 13.087
C -12.143 5.079 13.685
N -13.085 5.562 12.722
C -13.882 6.707 13.365
C -14.587 7.445 12.249
O -13.697 8.265 11.439
C -14.350 9.011 10.466
H -8.394 4.323 12.661
H -8.484 5.147 11.232
H -9.066 3.561 11.232
H -10.594 3.644 13.885
H -11.559 3.355 12.468
H -11.600 5.916 14.125
H -12.645 4.575 14.510
H -12.491 5.934 11.995
H -13.159 7.416 13.769
H -14.594 6.453 14.150
H -15.243 8.155 12.753
H -15.109 6.828 11.518
H -14.948 9.862 10.792
H -15.062 8.353 9.966
H -13.675 9.340 9.676
C -8.266 20.001 -3.176
O -8.065 21.389 -2.716
C -9.125 21.817 -1.931
C -9.478 20.914 -0.704
N -10.889 21.008 -0.340
C -11.274 20.342 0.916
C -12.823 20.346 1.105
O -13.319 19.153 0.413
C -14.612 19.279 -0.099
H -9.266 19.945 -3.608
H -7.966 19.333 -2.370
H -7.626 19.779 -4.030
H -10.026 21.944 -2.531
H -8.817 22.805 -1.590
H -8.841 21.304 0.089
H -9.293 19.858 -0.902
H -11.554 20.808 -1.073
H -10.845 20.840 1.786
H -10.942 19.305 0.935
H -13.172 21.313 0.740
H -13.114 20.201 2.145
H -14.882 18.519 -0.832
H -14.767 20.272 -0.521
H -15.286 19.164 0.750
C 3.446 13.785 2.994
O 3.030 15.056 2.550
C 1.675 15.357 3.110
C 1.316 16.840 2.747
N 1.916 17.658 3.788
C 1.669 19.034 3.502
C 0.228 19.551 3.729
O -0.778 19.065 2.885
C -0.709 19.438 1.556
H 4.322 13.646 2.360
H 2.860 12.885 2.807
H 3.711 13.798 4.051
H 1.596 15.133 4.174
H 0.946 14.668 2.685
H 0.233 16.822 2.623
H 1.754 17.152 1.800
H 2.903 17.486 3.921
H 1.967 19.374 2.510
H 2.288 19.714 4.086
H 0.359 20.634 3.726
H 0.043 19.350 4.784
H 0.243 19.197 1.081
H -0.891 20.501 1.400
H -1.392 19.021 0.816
C -4.880 15.349 1.291
O -5.641 16.400 1.893
C -6.461 16.149 3.020
C -5.858 15.540 4.269
N -5.114 16.513 5.047
C -6.004 17.455 5.706
C -7.094 16.898 6.666
O -8.251 16.565 5.875
C -9.292 15.942 6.545
H -4.924 15.543 0.220
H -5.213 14.323 1.443
H -3.817 15.457 1.507
H -7.371 15.657 2.676
H -6.865 17.106 3.350
H -5.096 14.867 3.875
H -6.633 15.075 4.878
H -4.560 17.010 4.364
H -6.464 18.122 4.977
H -5.342 18.082 6.303
H -7.386 17.658 7.390
H -6.638 16.044 7.166
H -9.839 16.572 7.246
H -8.884 15.035 6.990
H -10.064 15.512 5.907
C -0.630 5.879 8.308
O 0.175 6.978 8.103
C 0.111 7.919 9.162
C -0.923 9.046 8.958
N -2.305 8.595 9.062
C -3.216 9.713 8.889
C -4.622 9.376 9.495
O -4.677 9.294 10.879
C -6.027 9.062 11.362
H -0.438 5.035 7.645
H -1.702 5.987 8.145
H -0.543 5.423 9.294
H 1.103 8.364 9.244
H -0.131 7.451 10.116
H -0.683 9.365 7.944
H -0.716 9.884 9.624
H -2.484 8.269 10.001
H -3.282 10.008 7.841
H -2.935 10.627 9.413
H -4.935 8.412 9.095
H -5.350 10.106 9.140
H -6.050 8.946 12.445
H -6.451 8.159 10.922
H -6.659 9.904 11.081
C -4.909 22.418 10.794
O -5.816 23.278 10.121
C -5.170 24.544 9.898
C -6.140 25.600 9.167
N -6.342 25.338 7.765
C -5.142 25.502 6.992
C -5.459 25.084 5.567
O -6.288 26.120 4.881
C -5.801 27.399 4.535
H -4.597 22.826 11.755
H -3.987 22.133 10.287
H -5.473 21.515 11.024
H -4.175 24.438 9.464
H -4.976 25.101 10.815
H -5.682 26.578 9.317
H -7.131 25.687 9.610
H -7.034 26.002 7.449
H -4.300 24.866 7.264
H -4.779 26.529 7.033
H -5.958 24.116 5.617
H -4.510 25.028 5.034
H -6.512 27.875 3.860
H -4.892 27.373 3.935
H -5.681 27.945 5.471
O -0.296 16.677 7.925
H -1.116 16.623 7.435
H 0.334 17.038 7.301
*
```

Löwdin atomic charge list, values in e, 4 entries:
1. C -0.742
2. O 0.022
3. N 0.142
4. N 0.142

[4]
The following is a quantum chemistry calculation of a molecular structure, C44H54F5N8OS3SiW at a distorted geometry, from the OMol25 dataset.

* ⟨S²⟩: 2.02
* E_HOMO (spin up / spin down): -9.455 / -9.266 eV
* LUMO energy (spin up / spin down): -2.9 / -3.9 eV
* total energy: -116261.63060 eV
* energy relative to the best compared isomer or geometry (same formula, charge and spin): 0.00 kJ/mol

```
! RIJCOSX wB97M-V def2-TZVPD def2/J DEFGRID3
* xyz 1 3
W 0.778 -2.862 -0.492
F 7.403 -3.351 1.584
C 6.277 -3.681 1.066
C 6.039 -3.847 -0.294
F 7.070 -3.585 -1.111
C 4.720 -4.119 -0.689
F 4.518 -4.051 -2.008
C 3.662 -4.240 0.178
S 2.054 -4.823 -0.318
C 3.932 -4.152 1.517
F 2.991 -4.226 2.367
C 5.212 -3.903 1.974
F 5.350 -3.920 3.313
S 2.065 -0.935 -0.463
C 1.893 -0.219 1.130
N 2.691 0.834 1.512
C 2.835 0.988 2.956
C 1.410 1.252 3.433
N 0.807 -0.010 3.251
C -0.374 -0.262 4.114
C 0.074 -0.676 5.522
C 0.154 0.188 6.582
C 0.593 -0.287 7.807
C 0.842 -1.634 7.921
C 0.602 -2.594 6.958
C 0.226 -2.052 5.748
C 0.978 -0.672 2.010
S 0.211 -2.158 1.678
C 3.450 1.584 0.589
C 4.985 1.479 0.758
C 5.525 0.242 1.085
C 6.826 0.004 1.356
C 7.747 1.110 1.391
C 7.277 2.333 0.985
C 5.872 2.540 0.709
H 3.542 1.810 3.027
H 3.288 0.182 3.539
H 1.026 2.127 2.917
H 1.404 1.467 4.527
H -0.926 -1.108 3.724
H -1.075 0.556 4.241
H 0.066 1.234 6.512
H 0.730 0.274 8.722
H 1.216 -2.026 8.826
H 0.827 -3.685 7.070
H 0.044 -2.757 4.920
H 3.209 2.663 0.486
H 3.403 1.179 -0.401
H 4.904 -0.618 1.058
H 7.143 -0.998 1.243
H 8.675 0.950 1.894
H 7.910 3.188 0.930
H 5.606 3.500 0.502
N -3.639 0.333 -2.546
C -4.223 -0.398 -1.842
N -4.822 -1.236 -1.158
C -4.562 -1.807 0.002
N -4.358 -2.251 1.064
C -1.073 -1.879 -4.879
C 0.314 -2.066 -4.747
C 0.816 -2.292 -3.493
N -0.054 -2.357 -2.373
C -1.389 -2.192 -2.553
C -1.896 -1.918 -3.812
H -1.478 -1.713 -5.878
H 0.956 -2.082 -5.670
H 1.898 -2.379 -3.298
H -2.019 -2.432 -1.733
H -2.947 -1.757 -3.822
N -1.243 -6.203 0.696
C -1.353 -4.924 0.266
N -2.224 -4.175 0.983
O -0.721 -4.547 -0.746
H -1.856 -6.710 1.368
H -0.474 -6.750 0.326
H -2.939 -4.558 1.573
H -2.563 -3.250 0.743
C -0.721 1.132 -3.525
C -1.355 2.246 -2.626
C -0.977 1.928 -1.154
C -0.774 3.601 -3.023
Si -3.273 2.192 -2.438
C -3.910 2.869 -0.780
C -5.426 3.030 -0.943
C -3.788 1.925 0.404
C -3.188 4.187 -0.399
C -4.295 2.912 -3.952
C -4.128 4.440 -3.882
C -3.485 2.472 -5.237
C -5.775 2.412 -4.070
H 0.346 1.104 -3.355
H -1.138 1.071 -4.572
H -1.004 0.107 -3.187
H 0.063 1.808 -0.983
H -1.427 1.031 -0.754
H -1.241 2.794 -0.539
H 0.323 3.505 -2.849
H -1.150 4.449 -2.413
H -0.939 3.830 -4.114
H -5.856 2.125 -1.419
H -5.731 3.959 -1.382
H -5.852 2.986 0.090
H -4.538 1.085 0.364
H -4.043 2.417 1.341
H -2.758 1.599 0.704
H -3.287 4.875 -1.266
H -2.151 4.093 -0.118
H -3.773 4.627 0.412
H -3.088 4.605 -3.943
H -4.479 4.971 -2.969
H -4.650 4.949 -4.762
H -2.534 3.036 -5.197
H -3.975 2.777 -6.182
H -3.310 1.450 -5.260
H -6.363 2.223 -3.153
H -5.762 1.409 -4.543
H -6.430 3.079 -4.651
*
```

Löwdin atomic charge list, values in e, 4 entries:
1. W 0.660
2. F 0.171
3. C -0.180
4. C -0.117